{
  "formula": "C32H56N2O21",
  "method": "wB97M-V/def2-TZVPD",
  "symbols": ["O", "O", "O", "O", "O", "O", "O", "O", "O", "O", "O", "O", "O", "O", "O", "O", "O", "O", "O", "O", "O", "N", "N", "C", "C", "C", "C", "C", "C", "C", "C", "C", "C", "C", "C", "C", "C", "C", "C", "C", "C", "C", "C", "C", "C", "C", "C", "C", "C", "C", "C", "C", "C", "C", "C", "H", "H", "H", "H", "H", "H", "H", "H", "H", "H", "H", "H", "H", "H", "H", "H", "H", "H", "H", "H", "H", "H", "H", "H", "H", "H", "H", "H", "H", "H", "H", "H", "H", "H", "H", "H", "H", "H", "H", "H", "H", "H", "H", "H", "H", "H", "H", "H", "H", "H", "H", "H", "H", "H", "H", "H"],
  "xyz": [[-5.408441, 1.137144, 2.097207], [3.895559, 0.123144, -0.338793], [-0.854441, -3.115856, 1.569207], [-0.321441, -4.530856, 3.590207], [1.046559, -4.285856, 1.609207], [3.423559, -1.602856, -1.914793], [-0.128441, -0.282856, 3.560207], [1.653559, 1.926144, -2.976793], [0.540559, 1.384144, 5.052207], [-6.392441, -1.942856, -1.168793], [5.473559, 5.114144, -1.955793], [6.558559, 3.249144, -2.264793], [-7.002441, 1.207144, 3.623207], [7.448559, 5.199144, -2.931793], [-4.900441, 0.480144, 4.147207], [0.552559, 0.775144, -1.388793], [-5.079441, 0.168144, -1.548793], [0.533559, 0.073144, -3.353793], [1.337559, 1.431144, 2.784207], [-3.908441, -1.692856, -1.226793], [2.958559, -1.975856, 0.241207], [-2.327441, 3.037144, -2.566793], [-1.247441, -4.252856, -3.247793], [-1.154441, 6.178144, -0.881793], [0.966559, 1.020144, -2.566793], [1.730559, -4.570856, -1.546793], [-3.665441, -2.999856, -0.924793], [-0.270441, 0.691144, 5.996207], [3.130559, -5.129856, -1.224793], [-3.286441, 1.960144, 1.601207], [3.411559, -1.158856, -0.648793], [0.599559, 0.888144, 3.815207], [-1.545441, 3.335144, -1.800793], [1.310559, -4.642856, -3.001793], [-1.482441, -0.247856, -0.477793], [-6.199441, 1.032144, -1.508793], [-3.771441, 0.121144, 3.450207], [3.046559, -1.855856, 1.648207], [1.915559, -5.150856, 2.358207], [-4.114441, 0.766144, 2.032207], [-0.573441, 3.755144, -0.768793], [4.057559, -0.823856, -2.985793], [6.564559, 4.574144, -2.417793], [-1.952441, -2.578856, 2.262207], [-0.435441, -0.719856, -2.806793], [-0.047441, -3.994856, 2.248207], [3.166559, 4.331144, -1.913793], [-5.167441, -1.176856, -1.242793], [-5.820441, 0.996144, 3.338207], [-0.123441, -4.420856, -3.168793], [-0.188441, -0.409856, -1.342793], [0.854559, 1.234144, 1.459207], [5.294559, 2.797144, -1.911793], [-0.077441, 5.179144, -0.862793], [4.576559, 4.133144, -1.418793], [-2.188441, 0.455144, -0.966793], [-6.543441, 0.935144, -0.450793], [0.378559, 3.222144, -0.865793], [3.859559, -1.193856, 2.073207], [-2.716441, -3.339856, 2.109207], [3.332559, -4.978856, -0.172793], [-0.020441, -0.359856, 6.120207], [-3.983441, -3.814856, -1.518793], [3.115559, -6.205856, -1.466793], [2.915559, 5.304144, -1.698793], [-1.317441, 0.962144, 5.808207], [-0.204441, 1.586144, 1.412207], [2.474559, 3.643144, -1.445793], [-2.888441, 0.607144, 3.894207], [3.644559, 0.158144, -2.787793], [-1.974441, 5.956144, -1.595793], [-1.720441, -2.548856, 3.360207], [4.580559, 4.196144, -0.323793], [1.871559, -3.871856, -3.573793], [0.464559, 5.210144, -1.825793], [3.267559, -2.800856, 2.159207], [-1.938441, -1.117856, -0.229793], [-3.706441, -1.004856, 3.492207], [1.754559, -5.457856, -3.376793], [-4.167441, -0.013856, 1.291207], [2.669559, -4.596856, 2.879207], [-5.777441, 2.047144, -1.574793], [-1.799441, 6.275144, -0.039793], [0.919559, 0.205144, 1.236207], [-3.512441, 2.823144, 2.135207], [1.893559, -3.575856, -1.281793], [3.660559, -0.998856, -3.997793], [-3.264441, 2.081144, 0.500207], [-0.075441, 1.089144, 6.973207], [1.335559, -5.912856, 2.913207], [-4.127441, -3.192856, -0.051793], [5.085559, -0.915856, -3.060793], [0.448559, 5.286144, 0.110207], [2.430559, -5.747856, 1.646207], [-2.353441, 1.589144, 1.916207], [-1.154441, 3.622144, 0.201207], [-0.165441, -1.738856, -3.243793], [0.437559, -1.281856, -0.999793], [-6.871441, 1.015144, -2.378793], [0.994559, -4.996856, -0.843793], [1.530559, 1.882144, 0.846207], [-2.325441, -1.644856, 1.830207], [3.099559, 4.303144, -3.006793], [3.918559, -4.681856, -1.873793], [-0.877441, 7.152144, -1.281793], [2.088559, -1.420856, 2.045207], [5.396559, 2.136144, -1.018793], [-2.597441, -3.083856, -0.667793], [-1.366441, 0.105144, 0.546207], [4.902559, 2.338144, -2.808793], [-1.435441, -0.419856, -3.243793]],
  "atomic_forces_ev_per_a": [[-2.0, 0.8, 0.6], [-2.9, -7.3, -1.6], [3.3, -1.5, 0.3], [1.2, 3.6, -8.3], [-0.6, 0.2, 0.2], [-0.2, -1.4, 0.8], [3.8, 6.5, 1.0], [-0.3, -0.3, 1.0], [1.8, 0.7, -2.4], [8.1, 5.0, -0.1], [-2.0, 1.0, 0.8], [1.6, -0.1, -0.3], [3.2, -0.3, 0.1], [-0.1, -0.3, 0.3], [-1.3, 0.6, 1.5], [-0.3, 0.9, 3.8], [1.2, -3.5, 0.2], [1.4, 0.6, -3.6], [-0.9, 0.5, 4.4], [-2.5, 3.3, -1.4], [-0.2, -1.6, -1.0], [-1.3, -0.6, -1.2], [-1.1, 0.3, 0.0], [-2.4, 1.2, -2.1], [1.5, 1.3, -3.1], [0.6, -0.6, 1.0], [2.1, -1.2, 0.6], [-0.7, 0.0, 0.6], [-0.4, -1.0, -1.6], [0.4, -2.4, -1.3], [4.1, 8.6, 0.5], [-4.1, -7.0, -2.4], [1.9, 0.8, 1.4], [-0.1, 3.6, 1.1], [1.6, 3.0, -0.8], [0.0, 1.2, 1.4], [0.9, -0.1, -1.5], [0.2, 2.1, 2.4], [-0.5, -1.7, -0.3], [2.2, -1.2, -0.9], [-0.9, -0.5, 0.7], [-3.3, 1.5, 0.3], [1.9, 0.4, -1.1], [-1.1, -1.2, 1.8], [-1.5, -1.5, -1.4], [-3.1, -1.2, 7.2], [1.0, -1.0, -1.0], [-6.0, -2.9, -1.3], [-5.8, 0.2, 1.1], [1.4, -0.8, -0.2], [-1.9, -2.9, 1.7], [-0.4, 1.7, -0.1], [-0.9, 0.5, 2.2], [-0.3, -0.3, 0.2], [0.2, -1.7, -0.7], [0.3, -0.6, 0.1], [-1.0, 0.1, -1.3], [-0.8, -0.9, 0.4], [-0.7, -0.3, -1.4], [-0.6, 0.2, 0.3], [0.3, 0.0, 0.0], [-0.4, -0.1, -0.8], [-0.3, -0.1, -1.8], [0.3, 0.2, 0.4], [-0.9, 2.4, 0.9], [0.2, -0.8, -0.2], [0.9, -0.3, -0.2], [0.0, -0.2, -0.1], [-0.1, -0.5, -0.1], [1.0, 0.7, 0.0], [0.6, -0.6, -0.3], [-0.3, 0.4, -1.1], [0.3, 0.0, -0.2], [-0.5, 0.1, 0.4], [0.5, 0.4, 0.9], [-0.4, -0.1, -1.0], [-1.3, -3.0, -0.4], [0.2, 1.2, -0.4], [0.4, -3.8, -1.8], [1.1, -0.4, -0.6], [-0.2, 0.3, 0.8], [0.2, -0.4, 0.1], [0.3, 0.2, 1.5], [0.0, -1.0, -0.6], [-0.6, 1.6, 0.8], [-0.7, 1.9, 0.5], [-0.4, -1.1, 0.7], [-0.3, 0.2, 0.7], [0.6, 0.8, 0.3], [0.3, 1.1, 0.3], [-1.8, -0.8, 3.3], [2.0, -0.1, 0.7], [0.7, 0.2, -1.1], [0.5, -0.2, -1.0], [2.0, 0.3, 0.1], [1.2, -0.2, -0.9], [-0.9, 0.9, 1.4], [-0.3, 1.1, 0.4], [-0.1, -1.0, 0.7], [0.2, 0.1, -0.5], [-0.7, -0.9, 0.4], [0.8, -0.2, 0.0], [0.1, -0.6, 0.2], [-0.5, -0.1, 0.6], [0.4, 0.2, 0.6], [0.8, -0.7, -0.4], [-0.3, 0.0, -1.1], [-0.2, 0.0, -0.7], [0.9, 0.6, -0.2], [-0.8, -0.3, 0.2], [0.8, -0.3, 0.8]],
  "de_lowest_kj_mol": 420.15,
  "orbital_gap_ev": 10.49,
  "multiplicity": 1
}